87
Properties=species:S:1:pos:R:3 method="wB97M-V/def2-TZVPD" fmax_ev_per_a=0.6 s_squared=2.0429 spin_multiplicity=3 total_energy_ha=-4347.46219 de_lowest_kj_mol=56.6 orbital_gap_ev="5.8277 / 5.0020" total_charge=+1
Au 0.30671 0.26188 -1.37662
C 1.48211 -1.13073 1.56588
C 2.68058 -1.04329 0.67401
C 3.92597 -1.57946 1.06753
C 4.99078 -1.47904 0.22484
C 4.83071 -0.86539 -1.03447
C 5.90260 -0.73942 -1.95197
C 5.71388 -0.16209 -3.18529
C 4.44561 0.27846 -3.55460
C 3.34676 0.17063 -2.68971
S 1.82581 0.57645 -3.32652
C 3.54895 -0.38606 -1.36668
N 2.52357 -0.46215 -0.50090
H 1.72011 -1.61802 2.50926
H 0.69925 -1.69623 1.05309
H 1.09290 -0.13004 1.76967
H 4.01740 -2.06230 2.03079
H 5.96163 -1.87500 0.50222
H 6.87896 -1.11186 -1.66262
H 6.53847 -0.06626 -3.88002
H 4.28100 0.69087 -4.54231
S 0.56386 2.55059 -0.68334
C -0.73750 2.82338 0.33789
N -0.72044 3.79248 1.23791
C -1.93140 4.05756 2.03048
C -3.11530 3.90406 1.11338
N -3.11845 2.52284 0.61734
C -4.39433 1.79358 0.70809
C -4.78761 1.58671 2.15217
C -3.97416 0.82619 2.99360
C -4.31306 0.65828 4.32741
C -5.46966 1.24514 4.83137
C -6.28374 1.99569 3.99671
C -5.93984 2.16938 2.66080
C -1.97186 1.95704 0.27415
S -1.83403 0.33825 -0.11651
C 0.48462 4.60334 1.46394
C 1.46567 3.93430 2.40168
C 1.08083 3.51289 3.67192
C 2.00628 2.93652 4.52925
C 3.32783 2.78340 4.12680
C 3.71636 3.20123 2.86209
C 2.78628 3.76993 2.00152
H -1.87359 5.06478 2.43076
H -2.01669 3.35189 2.86006
H -3.04661 4.60546 0.27851
H -4.04182 4.08399 1.65079
H -4.28493 0.84857 0.18734
H -5.14776 2.38818 0.19190
H -3.08229 0.35167 2.59429
H -3.67957 0.06143 4.97263
H -5.73859 1.10769 5.87195
H -7.18801 2.44900 4.38325
H -6.58282 2.75549 2.01129
H 0.16282 5.56727 1.85486
H 0.96714 4.77413 0.50580
H 0.05714 3.64130 4.00884
H 1.69743 2.61693 5.51723
H 4.05298 2.34524 4.80194
H 4.74517 3.08645 2.54250
H 3.08816 4.08686 1.00858
O -0.08811 -1.79019 -1.45408
C -0.22654 -2.79958 -2.41712
C 1.01838 -3.68809 -2.45087
C 1.24844 -4.79966 -1.69864
C 2.55956 -5.34005 -1.87153
C 3.29422 -4.63905 -2.77337
S 2.39655 -3.33014 -3.42010
C -0.57723 -2.25345 -3.79386
C -0.42552 -2.84562 -5.01036
C -1.01950 -2.09894 -6.07406
C -1.61567 -0.96071 -5.63837
S -1.46939 -0.79025 -3.94012
C -1.40856 -3.68921 -1.96198
C -2.10345 -4.64883 -2.62515
C -3.13372 -5.24460 -1.83525
C -3.20227 -4.71567 -0.58770
S -2.02479 -3.49087 -0.36267
H 0.50693 -5.21958 -1.03016
H 2.91956 -6.22635 -1.36430
H 4.30213 -4.82924 -3.11484
H 0.09580 -3.78470 -5.14631
H -0.99326 -2.39830 -7.11421
H -2.12168 -0.20237 -6.21920
H -1.89476 -4.93521 -3.64881
H -3.79136 -6.02792 -2.19205
H -3.88800 -4.97148 0.20836